ORCA calculation (wB97M-V/def2-TZVPD) on 6 unconnected molecules or ions with the total composition C45H53F24N5O14PS.

The geometry in XYZ format:
```
143
Properties=species:S:1:pos:R:3:forces:R:3
S -1.259810 0.246317 -3.052583 -0.2479 -0.0069 -0.8153
P 2.896671 0.471335 1.990755 0.0156 -0.0791 0.1987
F -0.364971 -7.200234 -5.197552 -0.0339 0.0017 -0.0125
F 1.215231 5.016724 4.351074 -0.0906 -0.0432 0.0416
F -1.112457 2.696535 2.929485 0.0735 0.1062 0.0991
F -1.011242 4.255059 0.965866 0.2332 -0.0436 0.0550
F -5.761580 9.928479 0.867307 -0.0483 0.0284 0.0045
F 0.897248 3.511948 0.247975 0.0537 -0.0007 0.1395
F 8.906235 5.310212 4.302926 0.0601 0.0031 -0.0057
F 0.043241 -6.775592 -7.280026 0.1532 -0.2106 -0.0024
F 2.263496 4.796142 2.060147 0.1368 -0.1065 -0.0202
F -2.967903 -2.765004 -4.486824 0.0235 0.0935 0.0693
F 0.759278 6.911798 3.421067 -0.0186 -0.0380 0.0987
F 1.012106 2.582584 3.177982 0.3481 -0.2367 -0.0094
F 8.876473 4.232899 6.178765 0.0584 -0.0175 0.0173
F 3.323416 -8.738944 3.963778 -0.0234 -0.0463 -0.0259
F -0.786733 5.417284 3.638959 0.1084 -0.1932 -0.0933
F -5.071790 -3.263409 -4.445637 -0.0042 0.0205 0.0311
F 2.142972 -7.194723 3.012954 -0.0253 -0.0228 -0.0416
F -3.596941 -4.754306 -3.913704 0.0099 -0.0125 0.0507
F 8.675273 3.153311 4.311836 0.0479 -0.0256 -0.0208
F -4.373580 11.586621 0.932607 -0.0274 0.0528 -0.0060
F 4.124360 -7.650121 2.267631 0.0030 -0.0331 -0.0441
F 0.782042 6.061296 1.097266 -0.0168 -0.0222 0.0304
F 0.503287 -8.728827 -6.457600 -0.0301 0.0048 -0.0038
F -4.845299 10.648693 -0.961814 -0.0411 0.0244 -0.0269
O 2.080688 -6.153671 -4.906490 0.0034 0.0397 0.0509
O 5.064824 -6.945159 4.880509 -0.0422 -0.0046 -0.0420
O -1.302943 2.952092 -2.843144 -0.0133 0.2471 -0.0830
O -3.838872 8.227000 0.187626 0.0030 0.0409 -0.0008
O -2.370207 9.800090 0.872269 0.0077 -0.0030 0.0130
O 3.219748 2.044304 1.754560 -0.3302 0.2468 -0.0837
O -2.681147 2.575540 -0.043785 -0.2021 0.0538 -0.1793
O 6.349458 4.747129 3.838617 0.0205 -0.0874 0.0373
O 3.501277 -5.382843 4.418582 -0.0010 0.1025 0.0572
O 2.771723 -7.358912 -6.689231 -0.0323 0.0098 0.0078
O -4.768320 -4.393847 -6.871364 -0.0313 -0.0161 -0.0078
O -3.169230 1.784089 1.997416 -0.1047 -0.3853 0.0352
O 6.196305 4.201822 6.024525 -0.0021 -0.0087 0.0107
O -2.530641 -4.378496 -6.533253 0.0196 -0.0300 0.0422
N 1.212294 -1.491945 -2.675123 0.0711 -0.1007 0.2407
N 0.694954 2.054039 -3.059778 0.0493 0.1411 0.1808
N 0.842570 3.442859 -2.996865 -0.0398 0.0261 -0.0123
N 0.875958 -0.749350 0.553353 -0.0295 0.2921 -0.1737
N 2.625478 0.405004 3.642279 0.4018 0.1457 -0.3149
C 0.957760 5.067846 1.990592 -0.4144 0.1377 -0.1962
C 0.567754 -2.431957 -2.128003 0.2480 0.1490 -0.2567
C 4.478278 6.242050 4.256481 0.1318 0.0397 0.0642
C -2.262584 -4.892152 -7.862162 -0.0680 -0.0041 -0.3687
C 1.891965 -6.896758 -5.825416 0.0714 -0.0318 -0.0471
C -3.795257 -4.206011 -6.207226 0.0705 0.0377 0.0073
C -9.083862 1.138499 0.667155 0.1341 0.0118 -0.0028
C -0.336289 3.918002 -2.864186 -0.1382 -0.2017 -0.0056
C 3.980737 -6.476634 4.306629 0.0115 -0.0806 -0.0435
C -6.727333 0.526144 1.433978 0.0249 0.3768 -0.1030
C -7.995768 1.361832 1.713485 -0.0170 -0.3718 -0.2203
C -4.640987 10.431145 0.343137 0.1155 -0.0832 0.0441
C 2.120821 -2.990171 2.822049 -0.1214 -0.5906 0.1713
C -2.447822 1.851699 0.875863 -0.0608 0.0823 0.0166
C -0.336776 -2.317065 -0.897006 0.3489 -0.1059 0.2432
C -2.764038 0.365433 -2.085710 -0.1743 -0.0940 0.1190
C -2.630934 6.728812 1.692141 -0.3671 0.5135 0.2204
C -3.457040 9.453067 0.519557 -0.0332 -0.0069 -0.0279
C -3.866361 -3.733048 -4.739123 -0.0681 -0.0225 -0.0114
C -2.333998 -3.801529 -8.906114 -0.1168 0.1754 0.1565
C -2.819096 7.212757 0.273370 0.2041 -0.3605 -0.0982
C -1.216843 0.959764 0.797247 0.1219 0.0145 0.2990
C 2.009296 -1.730124 0.502633 -0.1048 -0.4067 -0.0464
C 1.067250 0.373348 1.309574 -0.0679 0.2320 0.1498
C 4.143711 -6.931074 -6.507202 0.3051 0.0839 -0.0276
C -0.273564 -1.034849 -0.117647 0.0392 -0.0896 -0.1632
C 0.702418 -3.826806 -2.660971 -0.2159 -0.0436 0.3746
C -1.348718 -0.159763 -0.023531 0.0002 0.0059 0.3464
C 5.772668 -6.049395 5.772830 0.2140 0.1669 0.1945
C 5.128994 -6.016307 7.139691 -0.1580 -0.0941 -0.0588
C -0.006466 1.254497 1.452314 -0.0931 -0.1599 -0.3562
C 3.374576 -7.549248 3.371452 0.0126 0.1083 0.0963
C 8.362206 4.285598 4.959425 -0.1508 0.0488 0.0348
C 0.041588 2.561374 2.250542 0.0033 0.1327 0.0115
C 0.201436 3.847312 1.361801 0.3301 -0.2844 -0.0397
C 2.109326 -2.435443 1.765531 0.0055 0.4142 -0.1949
C -5.460904 1.358939 1.161441 0.0987 -0.0969 -0.0513
C -2.642177 -0.399959 -0.754122 -0.2713 0.1918 -0.2526
C 4.914645 4.884049 3.750807 -0.2717 0.1489 -0.1122
C -0.570866 1.837041 -2.972203 0.1568 -0.2680 0.3124
C 4.835334 -7.748119 -5.440450 -0.1587 -0.0813 0.0614
C -4.326145 0.910741 2.053145 -0.1628 -0.0980 0.0286
C 0.505624 5.608428 3.392828 0.2414 0.1463 0.0450
C 6.823770 4.418050 5.030706 0.0004 -0.0373 -0.0574
C 0.489117 -7.425833 -6.190624 0.0169 -0.0089 0.1189
H 2.668610 1.292811 4.124484 -0.2354 0.0200 0.1662
H 4.156406 -5.866485 -6.278397 -0.0918 -0.0067 0.0562
H 4.605374 -7.079555 -7.479759 -0.0755 -0.0478 -0.0314
H -1.918031 5.923406 1.733954 -0.0579 0.0227 -0.1257
H 3.406922 6.378249 4.114060 0.0409 -0.0245 -0.0090
H -1.269056 -5.302279 -7.783770 0.0397 0.0946 -0.0069
H 2.923833 -1.213131 0.243630 0.0184 0.0850 0.0038
H 4.690040 4.766992 2.694052 0.1135 -0.0025 -0.0272
H 1.845835 -2.442821 -0.282108 -0.1357 -0.0613 -0.2731
H 5.725847 -5.400454 7.811064 0.0219 0.0021 0.0001
H -1.889235 7.600078 -0.143267 -0.0169 0.1117 0.0470
H -3.485029 -0.085704 -0.144846 -0.0306 -0.0109 0.1522
H -0.125227 -4.057534 -3.330347 -0.0099 0.0215 -0.1949
H -8.832227 1.630655 -0.270873 0.0055 0.0214 -0.1016
H -0.661637 4.935947 -2.762079 0.0535 0.1158 -0.0084
H 4.123264 -5.600547 7.092432 0.0205 0.0463 -0.0096
H 5.884126 -7.460254 -5.380861 0.0133 0.0061 -0.0158
H 0.639958 -4.552234 -1.849739 0.1024 -0.1211 0.0162
H 3.255014 -0.270397 4.056835 -0.0632 0.0440 0.1485
H -2.955628 -5.703576 -8.081053 -0.0987 0.0477 0.0992
H -4.011556 -0.113996 1.845559 0.0521 -0.0829 -0.0648
H -1.353582 -2.577259 -1.166513 -0.0773 0.0961 -0.1029
H -5.622114 2.419757 1.339576 -0.0925 0.0897 0.0541
H 1.022789 -0.575696 -2.262676 0.1332 -0.0800 -0.0385
H -3.044176 1.399555 -1.930879 0.1349 0.1567 0.0168
H -4.637375 0.921350 3.092614 0.0725 0.1962 0.1256
H 4.436946 4.069811 4.295165 0.0788 0.0069 0.0903
H -0.016721 -3.116064 -0.224267 -0.1374 -0.1114 0.0796
H 4.699227 6.351996 5.317143 -0.0403 -0.0353 0.0166
H -1.659803 -2.983620 -8.650477 0.0569 -0.0340 -0.0374
H 6.779830 -6.454548 5.820448 -0.0280 -0.0809 -0.0487
H 1.646829 -3.934034 -3.178257 0.0042 -0.0515 -0.2156
H -2.271596 7.538072 2.328655 0.0359 0.0032 -0.0318
H 4.377949 -7.589620 -4.464647 0.0181 0.0497 0.0000
H -3.551739 -0.092138 -2.678083 -0.0524 -0.0537 -0.0680
H -3.574689 6.374616 2.110124 -0.0093 -0.0414 -0.0663
H -9.195726 0.075573 0.460330 -0.1054 -0.0884 0.0147
H -3.342192 -3.397641 -8.990361 -0.0139 -0.0554 -0.0261
H -2.814891 -1.452747 -0.945629 0.1128 -0.1014 0.0616
H 5.820401 -5.060689 5.318891 -0.0973 -0.0123 -0.0462
H -3.172331 6.409364 -0.371109 -0.0996 0.0434 0.0022
H -7.733190 2.416029 1.738712 -0.0522 0.1454 0.1913
H 4.777868 -8.810302 -5.676900 0.0522 0.0038 -0.0343
H 2.097595 -3.641342 3.666226 0.1644 0.0970 0.1952
H -10.043394 1.519322 1.004443 -0.0970 0.0829 -0.0130
H -8.394822 1.079891 2.684488 0.0017 0.1375 0.1665
H 5.063824 -7.021796 7.554330 0.0580 0.0054 0.0246
H -6.908645 -0.103318 0.565537 -0.0369 -0.2006 0.0162
H -5.173068 1.267009 0.113755 0.0493 0.0884 -0.0958
H 3.413747 2.222804 0.823518 0.1692 0.1088 0.0880
H 5.004278 7.028670 3.715886 -0.0399 0.0043 -0.0413
H -6.544219 -0.137760 2.278270 0.0165 -0.1356 0.0444
H -2.043055 -4.204435 -9.875307 0.0164 -0.0174 -0.0028
```
Forces are in eV/Å.

Values from the calculation:
Total charge: +1
LUMO in eV: -4.03
Gap between HOMO and LUMO in eV: 7.582

=====

ORCA calculation (wB97M-V/def2-TZVPD) on a molecular structure, C45H53NP3PtSi in a non-equilibrium geometry.

The geometry in XYZ format:
```
104
Properties=species:S:1:pos:R:3:forces:R:3
Pt -0.062246 -0.363893 -0.291748 -0.0285 -0.1262 -0.3290
P 0.358551 -1.527475 2.600666 0.0242 0.4666 0.5507
P -2.168431 -0.771680 -1.428341 0.5302 0.4483 0.4064
P 2.087908 -1.077652 0.385876 -0.2264 0.3982 -0.8950
Si 0.215633 1.953393 0.024872 0.0256 -0.5546 0.4956
N 1.998547 -1.282982 2.002453 -0.2496 -0.1911 0.4603
C 1.881586 -3.859155 0.197919 -0.0427 -0.0660 0.0623
C -0.327737 0.062728 1.933414 0.1844 -0.7943 -0.6572
C -4.922503 -1.621107 -0.975755 0.0406 -0.0012 -0.0025
C -1.227389 2.485335 3.270605 -0.1393 -0.0795 0.0248
C 0.457891 1.384089 1.836409 -0.1180 0.5890 0.2323
C 1.546937 -0.277657 4.882561 0.0026 0.0534 -0.0628
C 3.763692 4.137498 -2.002972 0.0643 -0.0702 -0.1760
C 4.040145 0.864546 0.359731 0.0686 0.2906 0.1141
C 2.290781 3.856563 -0.128242 -0.0229 0.0615 -0.0024
C 1.668845 -0.078474 6.244938 0.0149 -0.0103 0.0780
C -4.003528 0.885524 -2.951286 -0.0520 0.0044 -0.0237
C 2.064129 2.445488 -2.054509 0.0250 -0.0113 -0.0135
C 3.350418 4.514398 -0.737626 -0.0707 0.0321 0.1631
C -1.409723 -3.463961 -1.749539 0.0184 0.0038 0.0380
C -3.663181 3.378492 -0.338525 -0.0044 -0.1024 0.0881
C 0.935959 -0.862006 7.131141 -0.0146 -0.0008 -0.0143
C -2.196619 4.882915 -1.503887 0.1371 -0.0399 0.0040
C -1.107856 4.094969 -1.149673 -0.2864 -0.1609 0.1095
C -2.103351 1.332737 3.096358 0.0168 -0.0433 -0.0164
C -3.215184 -2.252863 0.698711 0.1637 0.0290 0.0329
C 6.100309 -0.863987 -0.301996 0.0633 0.1024 -0.0064
C -2.856682 -2.527725 -3.560463 0.0237 -0.0872 -0.0049
C -1.669894 0.211083 2.493060 -0.1647 0.1211 0.2150
C -1.624735 0.704778 -3.765557 0.0411 0.0017 0.0171
C -0.007638 2.496085 2.736429 0.2344 -0.2351 0.0594
C -1.281126 2.932495 -0.380744 -0.3629 0.4123 -0.2285
C 1.970202 -5.054689 -1.887628 0.0013 0.0504 0.0182
C -3.595441 -1.185024 -0.338397 -0.1604 0.0421 0.0865
C 0.693226 -1.264013 4.387958 0.0975 0.1641 -0.2958
C 2.028839 -2.660592 -0.486215 0.0446 0.0458 -0.0191
C 3.118634 3.101948 -2.666612 0.0490 0.0836 0.0362
C 2.114101 -3.854254 -2.576726 -0.0177 -0.0812 0.0609
C 4.802278 -1.341205 -0.219727 0.0253 -0.1238 -0.0839
C -1.791141 -2.194203 -2.512659 0.1699 -0.1845 -0.2381
C 0.084596 -1.842452 6.649203 0.0413 0.0161 0.0201
C -2.550507 0.659967 -2.543979 0.0176 -0.0311 -0.1217
C 6.369611 0.478371 -0.061553 -0.0356 -0.1051 -0.0272
C -2.583280 2.588965 0.008079 0.1245 0.2889 0.1520
C -0.030173 -2.041691 5.279374 -0.1392 -0.1369 0.0717
C 2.134151 -2.661028 -1.878472 0.0489 -0.0227 -0.0498
C 3.764680 -0.472685 0.112053 -0.1666 -0.0087 -0.0639
C 5.337833 1.343141 0.270587 -0.0423 -0.0090 0.0057
C 1.850429 -5.053999 -0.505727 -0.0073 -0.1127 -0.0581
C -3.467680 4.522867 -1.096957 -0.1717 0.1486 -0.0852
C 1.631544 2.811821 -0.779418 0.4145 -0.0917 -0.2523
H -3.758673 -2.943498 -3.113393 0.0555 0.0074 0.0245
H 0.404210 -0.144772 -1.807872 -0.0020 -0.1553 -0.0200
H 4.590087 4.651815 -2.473672 0.0266 0.0102 -0.0320
H 5.536315 2.389522 0.459294 0.0075 0.0101 -0.0029
H -3.086308 1.354735 3.547900 -0.0308 -0.0074 -0.0022
H 1.536510 1.221532 1.929073 -0.0247 -0.0443 0.1051
H -5.273144 -0.982041 -1.775585 -0.0083 0.0589 -0.0781
H -1.558759 3.307959 3.889343 -0.0304 0.0162 0.0207
H -4.660082 3.104854 -0.018404 -0.0219 -0.0102 0.0103
H 2.112093 0.344122 4.197382 0.0044 -0.0015 -0.0173
H 7.382607 0.848737 -0.133712 0.0400 -0.0044 -0.0003
H -0.579605 0.528634 -3.510276 -0.0164 0.0182 0.0360
H 1.030152 -0.705791 8.197170 0.0104 0.0139 0.0188
H -1.906484 -0.011466 -4.533227 -0.0556 -0.0861 -0.0469
H -2.274043 1.510252 -1.925726 -0.0197 -0.1043 -0.0686
H 1.781474 -3.868376 1.276177 0.0137 0.0354 0.0030
H -0.720426 -3.287632 -0.922070 0.0318 0.0513 0.0061
H -2.292989 -3.958427 -1.352697 -0.0550 -0.0393 0.0327
H -3.147070 -1.680616 -4.172927 -0.0089 0.1057 -0.0230
H 1.580358 1.628117 -2.576870 -0.0314 -0.0257 0.0067
H -2.168593 -2.219741 1.008541 -0.0328 0.0570 0.0015
H 2.799678 -1.626835 2.511088 -0.0244 -0.0714 0.1595
H -5.689618 -1.629194 -0.199852 -0.0034 0.0073 0.0336
H 2.258539 -1.727677 -2.413707 -0.0125 0.0520 0.0040
H -4.851637 -2.640319 -1.353614 0.0143 0.0133 -0.0146
H 4.611933 -2.389096 -0.419747 -0.0578 0.0438 0.0256
H 1.954013 -5.989642 -2.430319 -0.0039 -0.0325 -0.0141
H -4.314437 5.138417 -1.371268 -0.0159 0.0095 0.0002
H -4.650116 1.021877 -2.086395 -0.0216 0.0098 0.0304
H -0.889240 -1.844542 -3.032727 -0.1124 -0.0242 0.0016
H 6.902458 -1.543019 -0.557036 0.0176 0.0039 -0.0027
H -3.838906 -2.143458 1.585801 -0.0244 0.0289 0.0245
H -4.409749 0.083496 -3.566733 0.0147 -0.0424 -0.0044
H -0.928557 -4.160692 -2.435242 0.0217 -0.0202 -0.0246
H 2.214108 -3.851880 -3.653314 0.0030 -0.0105 -0.0346
H -2.047698 5.777583 -2.092398 0.0127 0.0224 -0.0198
H 3.849336 5.325159 -0.224669 0.0103 0.0280 0.0286
H 1.974826 4.175376 0.859071 -0.0129 -0.0082 0.0386
H 2.331389 0.689356 6.621968 0.0087 0.0083 0.0124
H -4.055325 1.804804 -3.537891 0.0079 0.0086 -0.0023
H 1.736482 -5.986890 0.029489 -0.0004 -0.0201 -0.0029
H -1.688419 1.697852 -4.212423 -0.0188 0.0235 0.0101
H -3.757655 -0.235751 0.185908 0.0010 -0.0061 0.0299
H 3.242816 1.548005 0.621734 0.1117 -0.0808 -0.0172
H -0.693211 -2.811711 4.899427 0.0010 0.0045 0.0035
H -2.746352 1.704437 0.599778 -0.0003 -0.1820 0.1336
H -0.485253 -2.453444 7.335869 -0.0094 -0.0131 0.0104
H -0.121660 4.389489 -1.470378 0.0974 0.0452 -0.0605
H 0.668107 3.322141 2.924276 0.0385 0.0275 -0.0276
H -3.410648 -3.243216 0.296418 0.0151 -0.0783 -0.0056
H 3.439361 2.807065 -3.656311 0.0196 -0.0061 -0.0258
H -2.281289 -0.681659 2.554615 -0.0895 0.0026 -0.0993
H -2.446282 -3.287719 -4.227348 -0.0290 -0.0214 -0.0400
```
Forces are in eV/Å.

Values from the calculation:
Total charge: +1
Relative energy (zero: lowest compared OMol25 entry of this formula, charge and spin) in kJ/mol: 250.76
LUMO (spin up / spin down) in eV: -3.41 / -3.41
Gap between HOMO and LUMO (spin up / spin down) in eV: 5.841 / 5.841